[1]
C21H15F3N5PdSe | the ωB97M-V functional and the def2-TZVPD basis

Atoms and positions in Å:
Pd: -0.4747 -1.0820 -1.0519
Se: 3.9911 5.1538 -1.7943
F: -2.3896 -1.0273 -3.2152
F: -0.7735 -2.4374 -3.5584
F: -2.4464 -2.9862 -2.2785
N: 2.2241 4.9222 -1.6585
N: 1.5402 -0.5331 -1.6867
N: -0.6206 1.0410 -1.4190
N: 4.3271 3.3993 -1.8289
N: -1.4543 -1.6163 0.7662
C: -2.5787 -2.5680 4.0420
C: 2.5693 -1.3543 -1.8575
C: -0.5654 -0.9644 2.8672
C: -2.5386 -2.5077 2.6689
C: -1.6588 -1.8643 4.8211
C: -1.7324 1.7634 -1.4005
C: 3.0307 1.3364 -1.7707
C: 0.6772 3.0409 -1.5598
C: -3.5017 -3.2469 1.7954
C: -0.4945 3.7998 -1.5182
C: 3.1749 2.7941 -1.7500
C: 2.0127 3.6357 -1.6549
C: 4.1100 0.4658 -1.9304
C: -1.7101 3.1548 -1.4541
C: -0.6682 -1.0742 4.2326
C: -1.5151 -1.6928 2.0671
C: 0.4849 -0.1245 2.2084
C: 0.5697 1.6583 -1.5230
C: -1.6375 -1.9806 -2.6267
C: 1.7585 0.7941 -1.6509
C: 3.8763 -0.8911 -1.9812
H: 2.3403 -2.4112 -1.9059
H: 0.0300 -0.5362 4.8615
H: -4.2142 -3.8062 2.3976
H: -2.6620 1.2124 -1.3408
H: 1.0728 0.4045 2.9561
H: 1.1700 -0.7357 1.6133
H: 0.0404 0.6169 1.5390
H: -3.3376 -3.1734 4.5203
H: -0.4264 4.8791 -1.5470
H: -2.9804 -3.9467 1.1395
H: -1.7140 -1.9307 5.8991
H: -4.0563 -2.5615 1.1521
H: -2.6398 3.7045 -1.4422
H: 5.1086 0.8725 -2.0208
H: 4.6819 -1.5969 -2.1214

Properties
Lowest unoccupied orbital energy (spin up / spin down) (eV): -3.7 / -4.8
HOMO (spin up / spin down) (eV): -11.12 / -12.10
Spin multiplicity: 5
F_max (hartree/bohr): 0.009
ΔE to the lowest compared entry with this formula, charge and spin (eV): 0.000
E (Eh): -3911.64316
Orbital gap (spin up / spin down) (eV): 7.383 / 7.338
Charge: +1

Mulliken atomic charge list, values in e, 6 entries:
1 Pd 0.26
2 Se 0.30
3 F -0.28
4 F -0.25
5 F -0.20
6 N -0.84



[2]
C5H9NO | the ωB97M-V functional and the def2-TZVPD basis

Atoms and positions in Å:
O: 1.0498 2.0148 0.2370
N: -1.6317 -1.4473 -0.1221
C: -0.0236 2.4737 -0.0580
C: -1.5455 -0.1981 -0.0362
C: 0.4802 -1.0460 1.3151
C: -0.2412 -0.8309 0.0027
C: 0.6352 -0.9062 -1.2306
H: 0.1091 -0.5548 -2.1235
H: 0.9511 -2.0367 1.3315
H: -2.2201 0.6523 -0.0132
H: 0.9412 -1.9444 -1.4096
H: -0.7658 2.7639 0.7133
H: 1.2621 -0.2898 1.4470
H: 1.5381 -0.2999 -1.1019
H: -0.2105 -0.9834 2.1612
H: -0.3285 2.6326 -1.1127

Properties
Lowest unoccupied orbital energy (eV): 0.6
HOMO (eV): -9.66
F_max (hartree/bohr): 0.012
Structure (SMILES): CC1(C)C=N1.C=O
ΔE to the lowest compared entry with this formula, charge and spin (eV): 3.569
E (Eh): -325.80641
Orbital gap (eV): 10.228

Mulliken atomic charge list, values in e, 6 entries:
1 O -0.38
2 N -0.65
3 C -0.20
4 C -0.77
5 C -1.21
6 C 1.56



[3]
C7H9ClOS | the ωB97M-V functional and the def2-TZVPD basis

Atoms and positions in Å:
Cl: -3.1511 1.5652 -0.1085
S: 2.0164 0.9107 0.2463
O: 3.0468 0.1401 0.8548
C: -2.1892 0.3410 0.6340
C: 0.3277 0.1260 0.4777
C: -0.7153 0.8721 0.7919
C: 2.0647 1.0804 -1.3514
C: -2.1726 -1.0093 0.0618
C: -1.0837 -1.7309 -0.1105
C: 0.2542 -1.3521 0.3665
H: -1.2119 -2.6254 -0.6972
H: 1.9885 2.2276 0.9520
H: 3.0350 1.1418 -1.6396
H: -3.2150 -1.2947 -0.4057
H: -0.5313 1.8848 1.0609
H: 0.9706 -1.6968 -0.3341
H: 0.3872 -1.9234 1.3469
H: 1.3685 1.7867 -1.6323
H: -2.4151 0.3237 1.6553

Properties
Lowest unoccupied orbital energy (eV): 0.4
HOMO (eV): -8.41
F_max (hartree/bohr): 0.079
Structure (SMILES): C=[S@H](=O)C1=C[C@@H](Cl)C=CC1
ΔE to the lowest compared entry with this formula, charge and spin (eV): 4.736
E (Eh): -1205.54979
Orbital gap (eV): 8.772

Mulliken atomic charge list, values in e, 6 entries:
1 Cl -0.19
2 S 0.58
3 O -0.64
4 C 0.39
5 C 0.23
6 C -0.80



[4]
C5H9N2O | the ωB97M-V functional and the def2-TZVPD basis

Atoms and positions in Å:
O: 3.0322 0.6171 -1.3137
N: 2.2768 -0.3651 0.7355
N: -0.0411 0.3313 0.2445
C: -1.2162 0.9341 0.4012
C: 2.5677 0.2442 -0.3360
C: 0.0065 -0.9837 -0.4648
C: -2.3963 0.2716 -0.2996
C: 1.2564 0.6823 0.6583
H: -0.8639 -1.6088 -0.1585
H: -2.1202 -0.3513 -1.1715
H: -2.7611 -0.4685 0.3985
H: -3.1599 0.9656 -0.5974
H: 2.6970 -1.1318 1.2991
H: -0.0683 -0.8619 -1.5590
H: -1.3652 1.7827 1.0240
H: 0.8874 -1.5548 -0.1340
H: 1.2681 1.4970 1.2734

Properties
Lowest unoccupied orbital energy (spin up / spin down) (eV): -4.6 / -4.6
HOMO (spin up / spin down) (eV): -13.38 / -13.38
F_max (hartree/bohr): 0.071
Structure (SMILES): C/C=[N+](\C)[C@H]1NC1=O
ΔE to the lowest compared entry with this formula, charge and spin (eV): 4.079
E (Eh): -380.30192
Orbital gap (spin up / spin down) (eV): 8.783 / 8.782
Charge: +1

Mulliken atomic charge list, values in e, 6 entries:
1 O -0.36
2 N -0.37
3 N 0.15
4 C 0.34
5 C 0.72
6 C -1.17



[5]
C20H19Cl5N4NaO3S2 | the ωB97M-V functional and the def2-TZVPD basis

Atoms and positions in Å:
Cl: -4.2073 5.5041 2.9116
Cl: -2.2942 0.5410 1.9874
Cl: 0.0107 4.7727 -0.3886
Cl: -2.0560 6.6683 0.9763
Cl: -4.3266 2.4278 3.3843
S: 1.5755 -0.0931 -2.9536
S: 1.2042 0.9930 3.6895
Na: -0.0235 -0.2395 0.5643
O: -0.2644 1.9734 0.3932
O: -1.0763 -1.8962 -0.4973
O: 1.5653 -1.7066 0.7641
N: -1.0234 -0.3617 -3.5500
N: 2.3250 2.7303 1.9808
N: 2.7597 0.6174 1.5354
N: -0.5644 1.3877 -2.2949
C: -2.0194 1.3459 -2.3115
C: -3.0696 4.4592 2.1481
C: 2.8272 -5.0547 0.6254
C: 0.4579 -3.6886 -0.0655
C: -0.0294 0.3293 -2.9209
C: -1.1307 2.7267 0.9246
C: 3.3289 1.3396 0.4014
C: 2.8066 2.7701 0.6040
C: 1.7607 -5.7663 0.0608
C: -2.0988 4.9694 1.2919
C: -0.8038 -3.1017 -0.4747
C: -1.1752 4.1322 0.6915
C: 2.7236 -3.7139 0.8416
C: -1.9249 -4.0286 -0.9268
C: 2.1127 1.4421 2.3649
C: -2.1752 2.2497 1.7664
C: 0.6192 -5.0823 -0.2620
C: 1.5559 -2.9502 0.5149
C: -2.3198 -0.0121 -2.9708
C: -3.1029 3.0802 2.3673
H: 3.0038 0.9101 -0.5444
H: 2.5133 -0.3804 1.4689
H: 3.5414 -3.1550 1.2803
H: -2.4227 2.1727 -2.9028
H: 4.4230 1.3051 0.4427
H: -2.6286 -0.7517 -2.2277
H: -0.1918 -5.6447 -0.7003
H: -2.8082 -3.4180 -1.0985
H: -0.8010 -1.3101 -3.8005
H: 3.7427 -5.5703 0.8947
H: -3.0849 0.0740 -3.7425
H: -2.1490 -4.7851 -0.1764
H: 1.8343 -6.8308 -0.1178
H: -2.4188 1.4157 -1.2991
H: -0.0795 1.8332 -1.5208
H: 1.6610 3.4043 2.3228
H: 1.9887 2.9889 -0.0867
H: 3.5910 3.5184 0.4876
H: -1.6619 -4.5409 -1.8525

Properties
Lowest unoccupied orbital energy (eV): 2.0
HOMO (eV): -5.12
F_max (hartree/bohr): 0.008
ΔE to the lowest compared entry with this formula, charge and spin (eV): 0.244
E (Eh): -4478.16595
Orbital gap (eV): 7.135
Charge: -1

Mulliken atomic charge list, values in e, 6 entries:
1 Cl -0.23
2 Cl -0.18
3 Cl -0.18
4 Cl -0.22
5 Cl -0.22
6 S -0.42



[6]
C4H11N2 | the ωB97M-V functional and the def2-TZVPD basis

Atoms and positions in Å:
N: 1.4677 -1.5251 0.1716
N: -0.3736 0.3909 0.6621
C: 1.2518 -2.7743 0.2537
C: -0.2101 1.6819 -0.0029
C: -0.4289 1.4904 -1.5154
C: -1.3452 0.1408 1.4430
H: -1.4693 1.1980 -1.6520
H: 2.0717 -1.2787 -0.6146
H: -1.4373 -0.8644 1.8334
H: 1.5892 -3.4991 -0.4804
H: 0.8207 1.9811 0.1933
H: 0.6788 -3.1011 1.1172
H: -0.2915 2.4373 -2.0325
H: 0.2919 -0.4303 0.4201
H: -0.8950 2.4283 0.3865
H: -1.9980 0.9534 1.7351
H: 0.2773 0.7709 -1.9182

Properties
Lowest unoccupied orbital energy (eV): -4.2
HOMO (eV): -15.08
F_max (hartree/bohr): 0.024
ΔE to the lowest compared entry with this formula, charge and spin (eV): 1.950
E (Eh): -268.23325
Orbital gap (eV): 10.839
Charge: +1

Mulliken atomic charge list, values in e, 6 entries:
1 N -0.54
2 N 0.16
3 C -0.22
4 C -0.41
5 C -1.02
6 C -0.02